# 1
{"formula": "C3H3O3P", "method": "ωB97M-V/def2-TZVPD", "symbols": ["P", "O", "O", "O", "C", "C", "C", "H", "H", "H"], "coordinates": [[2.3395, 0.4206, -0.3555], [3.0037, 0.0932, -1.6454], [1.3320, -1.3771, 1.9175], [3.2338, 1.2616, 0.5542], [0.4431, 0.4870, -0.7132], [1.5368, -1.0993, 0.7047], [0.5705, -1.2171, -0.5492], [0.0101, 0.7849, 0.2353], [-0.1896, -1.9152, -0.6294], [1.2226, -1.2760, -1.4003]], "mulliken_charge": [0.759, -0.736, -0.637, -0.819, -0.703, 0.171, -0.904, 0.063, 0.614, 0.191], "total_charge": -2, "gap_ev": 5.93, "homo_ha": 0.0462}

# 2
{"formula": "C19H25FN2O8S2", "method": "ωB97M-V/def2-TZVPD", "symbols": ["S", "S", "F", "O", "O", "O", "O", "O", "O", "O", "O", "N", "N", "C", "C", "C", "C", "C", "C", "C", "C", "C", "C", "C", "C", "C", "C", "C", "C", "C", "C", "C", "H", "H", "H", "H", "H", "H", "H", "H", "H", "H", "H", "H", "H", "H", "H", "H", "H", "H", "H", "H", "H", "H", "H", "H", "H"], "coordinates": [[0.7372, 1.9223, -0.1628], [-3.1231, -0.9534, 0.9472], [-3.0025, -2.6081, -1.6689], [-4.3490, -1.6118, 0.6057], [-3.9473, 2.9780, -0.8740], [-2.7902, -0.8372, 2.3349], [0.3541, 0.6858, -0.8002], [2.9784, -2.3060, 0.0441], [-0.2480, 2.9707, -0.1681], [4.9474, 0.2617, 1.4183], [2.0738, -1.3410, 1.8490], [3.4956, 0.4519, -0.3126], [-3.0252, 0.5776, 0.2771], [-3.5155, 2.9445, 0.4682], [2.8330, 2.1397, 1.4006], [-1.8296, -2.4922, -1.0375], [4.2887, 0.4982, -2.6539], [4.2747, -0.2538, 0.5503], [0.6301, -2.2288, 0.1826], [3.3456, 1.8887, -0.0355], [-3.7511, 1.5586, 1.0689], [-0.5045, -1.6617, 0.7565], [3.2463, -0.0278, -1.6650], [-0.7161, -3.0934, -1.6098], [-1.7336, -1.7799, 0.1458], [1.4027, 1.6494, 1.5046], [4.2430, -1.7874, 0.4396], [-3.4197, 0.6215, -1.1169], [2.2956, 2.5476, -0.9067], [0.5157, -2.9507, -1.0037], [-3.2205, 2.0473, -1.6387], [1.9386, -1.9310, 0.8053], [-0.8319, -3.6474, -2.5282], [4.5175, -2.1639, 1.4304], [3.2963, -1.1133, -1.6676], [-3.5893, 2.1325, -2.6623], [5.2867, 0.1989, -2.3398], [-3.3755, 1.4951, 2.0895], [4.0959, 0.0797, -3.6381], [2.2980, 3.6237, -0.7596], [4.2717, 1.5819, -2.7327], [1.3491, 0.5893, 1.7285], [-4.4690, 0.3130, -1.2289], [4.3262, 2.3737, -0.1460], [4.9646, -2.1476, -0.2967], [-2.7791, -0.0610, -1.6745], [-0.4448, -1.1207, 1.6872], [0.8006, 2.2174, 2.2045], [1.3925, -3.3965, -1.4463], [2.2302, 0.2380, -1.9597], [-4.1018, 3.6960, 0.9992], [2.3210, 2.3224, -1.9639], [3.4755, 1.6430, 2.1256], [-2.1498, 2.2893, -1.5984], [-2.4463, 3.1883, 0.5174], [-4.8278, 1.3323, 1.0622], [2.8827, 3.2149, 1.5815]], "mulliken_charge": [1.216, 1.314, -0.354, -0.718, -0.446, -0.747, -0.531, -0.404, -0.772, -0.681, -0.705, 0.730, 0.424, -0.282, -1.293, 0.681, -1.509, 0.729, -0.074, 0.017, -0.775, -0.171, -0.616, -0.858, -0.199, -0.347, -0.784, -0.296, -1.769, -0.479, -0.546, 0.658, 0.479, 0.408, 0.627, 0.414, 0.337, 0.486, 0.441, 0.521, 0.317, -0.039, 0.342, 0.422, 0.313, 0.102, 0.606, 0.661, 0.541, 0.219, 0.404, 0.471, 0.592, 0.117, 0.053, 0.346, 0.405], "total_charge": 0, "gap_ev": 9.41, "homo_ha": -0.3453, "smiles": "CCN(C(=O)COC(=O)c1ccc(F)c(S(=O)(=O)N2CCOCC2)c1)[C@@H]1CCS(=O)(=O)C1"}

# 3
{"formula": "C27H52BrN4O9S3", "method": "ωB97M-V/def2-TZVPD", "symbols": ["Br", "S", "S", "S", "O", "O", "O", "O", "O", "O", "O", "O", "O", "N", "N", "N", "N", "C", "C", "C", "C", "C", "C", "C", "C", "C", "C", "C", "C", "C", "C", "C", "C", "C", "C", "C", "C", "C", "C", "C", "C", "C", "C", "C", "H", "H", "H", "H", "H", "H", "H", "H", "H", "H", "H", "H", "H", "H", "H", "H", "H", "H", "H", "H", "H", "H", "H", "H", "H", "H", "H", "H", "H", "H", "H", "H", "H", "H", "H", "H", "H", "H", "H", "H", "H", "H", "H", "H", "H", "H", "H", "H", "H", "H", "H", "H"], "coordinates": [[-9.5843, -0.1735, -0.5252], [-7.0333, 2.2711, -0.9105], [4.6428, 3.5002, 0.3274], [5.5115, -2.2080, -3.0236], [-3.6525, -3.9614, 2.8589], [-8.2318, 2.5102, -1.6624], [4.3451, -1.8256, -3.7808], [-7.9009, -2.6247, 0.4578], [4.4316, 3.8627, 1.7054], [-3.3611, -5.3241, 1.1584], [4.5993, 2.1314, -0.1234], [5.4147, -2.9674, -1.8025], [-6.9225, 3.0964, 0.2621], [-5.6769, 0.0048, -0.0395], [-4.8631, -2.1813, 0.6396], [-7.1364, -1.5345, 0.2201], [-7.7801, -0.4263, -0.1905], [5.8485, 4.7730, -1.6202], [4.4787, 5.4467, -1.4852], [0.9995, 2.1945, 0.8184], [7.9355, -1.2157, -2.9865], [-2.2880, 1.3490, 2.9261], [-8.6034, -4.0276, 2.3900], [-3.9922, -4.2655, 1.7761], [-3.4586, -1.6675, 0.6175], [-3.1634, 0.6160, 1.8523], [-5.5353, 2.6005, -1.8921], [2.5801, -1.3262, 0.3492], [-5.1260, -3.5863, 0.9629], [-5.7887, -1.3112, 0.3080], [-0.3867, 1.5325, 1.1600], [-1.2005, 2.2759, 2.2732], [6.6819, -3.0264, -4.1085], [-8.4423, -2.5718, 1.8258], [-6.8553, 0.5428, -0.3517], [2.1082, 1.0900, 0.9952], [4.1261, -1.2298, 0.5634], [1.9706, 0.0340, -0.1531], [3.5664, 4.4826, -0.7186], [6.5067, -0.7562, -2.7153], [4.5372, -2.1096, 1.8119], [-3.1122, -0.9588, 1.9955], [6.1774, 4.2207, -0.2375], [7.8663, -2.0654, -4.2610], [-0.2744, 0.4782, 1.5043], [2.5220, 0.4185, -1.0382], [2.3068, -2.1082, -0.3867], [4.4679, -3.1722, 1.5149], [-8.7703, -4.7153, 1.5396], [-9.4032, -2.0231, 1.8251], [-5.3816, -4.1461, 0.0392], [0.9163, -0.1699, -0.4337], [6.6114, 5.4717, -1.9632], [5.5740, -1.8080, 2.0698], [-5.2938, 1.7664, -2.5801], [0.9441, 2.5700, -0.2253], [2.8489, 5.0134, -0.0959], [8.7944, -2.6106, -4.4337], [-9.4880, -3.9855, 3.0573], [-5.6802, 3.5193, -2.4898], [1.1481, 3.0427, 1.5213], [-2.9530, 2.0321, 3.4971], [-0.5080, 2.6533, 3.0527], [6.9582, 3.4628, -0.2508], [4.0551, 5.6986, -2.4576], [8.6125, -0.3691, -3.1005], [8.2956, -1.8270, -2.1548], [-3.9547, -1.2129, 2.6731], [4.6233, -1.5786, -0.3638], [6.9821, -3.9604, -3.6350], [-4.6671, 2.7118, -1.2118], [-6.0283, -3.6234, 1.6091], [6.4423, 5.0215, 0.4538], [5.7880, 3.9561, -2.3445], [-7.7143, -2.0631, 2.4965], [3.1158, 1.5597, 1.0248], [7.7037, -1.4143, -5.1237], [-7.7119, -4.3256, 2.9760], [-3.9213, -5.5595, 0.3978], [3.0430, 3.8048, -1.3926], [-0.9857, 1.4993, 0.2205], [-2.9574, 0.9612, 0.8228], [4.5852, 6.3779, -0.9233], [2.1141, -1.5403, 1.3394], [-2.1417, -1.2851, 2.4088], [6.1990, 0.0138, -3.4239], [6.2024, -3.2322, -5.0634], [6.3506, -0.4106, -1.6945], [4.4829, -0.2051, 0.7773], [1.8652, 0.5752, 1.9508], [-2.7335, -2.4531, 0.3398], [3.8274, -1.8696, 2.6288], [-1.8141, 0.6662, 3.6579], [-4.2171, 0.9021, 2.0671], [-1.6615, 3.1735, 1.8034], [-3.3516, -0.8715, -0.1492]], "mulliken_charge": [0.239, 1.216, 1.177, 1.285, -0.439, -0.596, -0.725, -0.381, -0.752, -0.467, -0.667, -0.678, -0.586, -0.185, 0.081, 0.541, -0.542, -0.505, -0.749, -0.724, -0.763, -1.134, -1.110, 0.318, -1.571, -0.350, -0.912, -0.960, 0.277, 0.469, -0.054, -0.843, -0.687, -0.198, 0.108, -0.285, 1.208, -0.315, -0.540, -0.443, -1.458, -0.613, -0.791, -0.630, 0.034, 0.218, 0.337, 0.329, 0.272, 0.465, 0.470, 0.344, 0.379, 0.358, 0.368, 0.282, 0.412, 0.345, 0.385, 0.382, 0.338, 0.400, 0.436, 0.400, 0.343, 0.379, 0.326, 0.365, -0.575, 0.342, 0.273, -0.398, 0.349, 0.239, 0.275, 0.151, 0.291, 0.297, 0.386, 0.284, 0.227, 0.181, 0.316, 0.335, 0.581, 0.353, 0.339, 0.284, -0.076, 0.235, 0.452, 0.372, 0.425, 0.394, 0.282, 0.758], "total_charge": 1, "gap_ev": 7.05, "homo_ha": -0.4154}

# 4
{"formula": "C51H95Cl2N5S", "method": "ωB97M-V/def2-TZVPD", "symbols": ["Cl", "Cl", "S", "N", "N", "N", "N", "N", "C", "C", "C", "C", "C", "C", "C", "C", "C", "C", "C", "C", "C", "C", "C", "C", "C", "C", "C", "C", "C", "C", "C", "C", "C", "C", "C", "C", "C", "C", "C", "C", "C", "C", "C", "C", "C", "C", "C", "C", "C", "C", "C", "C", "C", "C", "C", "C", "C", "C", "C", "H", "H", "H", "H", "H", "H", "H", "H", "H", "H", "H", "H", "H", "H", "H", "H", "H", "H", "H", "H", "H", "H", "H", "H", "H", "H", "H", "H", "H", "H", "H", "H", "H", "H", "H", "H", "H", "H", "H", "H", "H", "H", "H", "H", "H", "H", "H", "H", "H", "H", "H", "H", "H", "H", "H", "H", "H", "H", "H", "H", "H", "H", "H", "H", "H", "H", "H", "H", "H", "H", "H", "H", "H", "H", "H", "H", "H", "H", "H", "H", "H", "H", "H", "H", "H", "H", "H", "H", "H", "H", "H", "H", "H", "H", "H"], "coordinates": [[-0.2111, 6.8041, -2.1177], [-1.0967, 2.7439, -0.6064], [1.7892, 3.5597, 3.9177], [5.4553, 0.2660, 3.7640], [-6.1476, 8.2959, -3.5968], [-0.6049, 4.6853, 2.2597], [-2.4692, -2.5332, 1.1152], [-0.5043, -1.3279, 5.7030], [0.7166, 5.1133, -0.0097], [4.3505, 0.3979, -1.5528], [3.1973, -3.3671, -1.6776], [-2.6554, -1.7587, -0.1073], [-2.3157, 2.6979, 2.8058], [-2.4625, -4.8517, 0.0351], [-3.1108, -0.3243, 0.1347], [5.2021, -0.7573, 2.7525], [-1.7588, -0.7876, 5.1125], [4.7148, 3.0034, -1.6370], [3.6789, -0.8563, -0.8080], [-5.5015, 7.0929, -1.4354], [2.9690, -5.6967, -3.0359], [2.3121, -4.2632, -2.7083], [-1.5331, 0.6407, 4.3781], [3.3775, 4.5450, -0.0710], [-0.6348, 5.6024, -0.7601], [1.9890, 4.1394, 2.1526], [-0.6547, -11.0100, -4.5639], [4.4374, 1.8339, 5.4243], [-2.1687, -10.1245, -2.5000], [-3.6165, -2.6023, 2.0142], [0.1430, 2.6793, 3.8249], [-4.9213, -3.1709, 1.4628], [4.8023, 4.4199, -0.8289], [0.9347, -7.4449, -3.3809], [-7.1555, 9.1804, -3.0231], [2.9765, -1.7931, -1.9489], [-4.8931, 8.9245, -3.9997], [-1.7708, -3.7975, 0.8976], [-0.1559, 1.3411, 4.5348], [-1.3822, -11.3532, -3.1722], [4.3250, 1.7647, -0.6950], [2.1570, -6.9529, -2.4472], [0.4048, -1.9078, 4.6313], [-4.0988, 9.6775, -2.9355], [-2.6329, 1.3293, 3.5049], [-6.0081, 7.0344, -2.8753], [4.8478, -2.1621, 3.2366], [6.7177, 0.1314, 4.4843], [-1.3129, 4.3411, -1.4843], [6.7975, -0.9142, 5.5936], [2.0954, 5.0522, -0.7652], [-0.9207, 3.4070, 2.9187], [4.2829, 0.5792, 4.5734], [0.6520, 4.6491, 1.4918], [-7.5224, 10.3591, -3.9173], [3.3485, 4.0759, 1.4283], [0.9590, -9.0407, -3.6672], [-2.8933, 4.5104, -1.7681], [-0.1952, -9.4845, -4.7294], [-4.2411, 8.1716, -4.4575], [2.8530, -0.5911, -0.0665], [3.4313, 0.7537, 3.9046], [3.7911, 0.6040, -2.5253], [-6.9872, 6.5402, -2.8677], [5.9166, -0.9077, 6.2413], [-5.6655, 6.1266, -0.9483], [-3.3395, -3.1661, 2.9127], [4.4849, -1.4796, -0.2641], [-3.2767, -5.3407, 0.5703], [-6.0210, 7.8471, -0.8406], [-4.9011, -4.2602, 1.4155], [5.1953, 1.7109, 6.2024], [4.0800, -5.6986, -2.7120], [-1.1020, -8.7884, -4.6287], [4.3825, -0.4046, 2.1144], [5.7101, 2.7301, -2.1478], [4.7052, 2.6969, 4.8092], [6.9675, 1.1058, 4.9186], [-0.0364, -7.2411, -2.7890], [-1.4358, -9.3027, -2.1777], [-1.4022, -11.2890, -5.3999], [-8.0754, 8.6061, -2.8625], [-5.3628, 6.3590, -3.4492], [-5.1609, -2.7848, 0.4684], [-2.6349, -0.7078, 5.8380], [-3.1356, 0.2219, -0.8124], [0.2372, -11.7303, -4.6954], [-2.1147, -12.2436, -3.2761], [-0.6761, -2.1205, 6.3357], [5.0129, 1.6788, 0.2322], [-4.7316, 10.3133, -2.3103], [-4.1170, -0.2812, 0.5601], [5.4652, 0.1414, -1.7128], [-3.5242, 4.4894, -0.7981], [3.4727, -1.5472, -2.9582], [0.7524, -9.6631, -2.7210], [-1.6964, -1.7017, -0.6358], [4.2986, -3.6905, -1.7714], [-3.2044, 3.5568, -2.3440], [-1.4045, 5.0127, 1.7041], [3.4924, 2.0599, 5.9254], [6.9257, -1.9206, 5.1937], [-5.7504, -2.8975, 2.1225], [-2.7279, -10.4827, -1.5545], [5.6455, 4.2714, -0.0610], [0.6953, 0.8680, 5.1476], [1.8522, -1.5824, -1.9805], [0.9225, -6.9245, -4.4126], [-0.7978, 4.2389, -2.5107], [0.5926, -3.0294, 4.8012], [3.8717, 3.1173, -2.4134], [-0.8002, -3.5715, 0.4391], [0.2577, -9.3562, -5.7820], [7.6653, -0.7123, 6.2286], [2.1833, 5.3646, -1.8645], [-2.4250, 0.2001, 0.8058], [-6.6873, 11.0529, -4.0415], [1.2424, -4.4275, -2.3379], [-3.0671, 5.4670, -2.3646], [6.0661, -0.8231, 2.0808], [4.0770, -2.1545, 4.0104], [-3.3607, -2.2431, -0.7944], [0.0266, -1.6854, 3.5707], [3.2552, 1.8360, -0.2569], [4.0006, -0.2579, 5.2248], [-1.5207, -4.2438, 1.8672], [1.3953, -1.3168, 4.7329], [-8.3470, 10.9211, -3.4702], [1.7691, -6.6734, -1.4081], [-3.5430, 8.9984, -2.2879], [-3.8179, -1.5916, 2.3872], [2.3039, -3.6603, -3.6966], [4.4616, -2.7529, 2.4000], [-3.0843, 3.2499, 2.1481], [5.7219, -2.6903, 3.6182], [-6.8520, 9.5627, -2.0405], [-1.3079, 6.1631, -0.0320], [-5.1085, 9.6207, -4.8177], [4.9942, 5.2938, -1.5462], [-3.3637, 10.3293, -3.4169], [-2.8541, -4.4370, -0.8962], [-2.0564, -1.5087, 4.2517], [-0.5791, -11.7016, -2.4311], [2.9430, -5.8100, -4.1871], [-3.6574, 0.8319, 3.3662], [4.2870, 3.6958, 1.9565], [-7.8448, 10.0202, -4.9053], [2.8603, -7.8494, -2.3309], [-4.4299, 7.2897, -1.3926], [7.5260, -0.0543, 3.7676], [2.8432, -3.6502, -0.6264], [-2.9402, -9.7232, -3.2496], [-1.7463, -5.6342, -0.2344], [1.9581, -9.4083, -4.0841]], "mulliken_charge": [-0.186, -0.015, -0.262, 0.328, 0.107, -0.274, 0.583, -0.445, 0.697, -0.786, -0.496, -0.488, -0.503, -1.134, -1.101, -0.473, -0.458, -0.722, 0.003, -0.767, -0.723, -0.424, 0.530, 0.195, -0.295, 0.446, -0.633, -1.535, -0.790, -0.299, 0.424, -1.349, -0.864, -0.307, -0.313, -0.714, -0.701, -0.682, -0.397, -0.469, 0.058, -0.678, -0.221, -0.819, -0.685, -0.755, -1.179, -0.691, -0.009, -1.017, -0.470, -0.063, -0.075, -0.480, -1.423, -0.573, -0.655, -0.896, -0.579, 0.339, 0.316, 0.363, 0.381, 0.383, 0.240, 0.353, 0.503, 0.168, 0.288, 0.367, 0.304, 0.385, 0.337, 0.243, 0.074, 0.377, 0.238, 0.406, 0.026, 0.075, 0.307, 0.435, 0.352, 0.244, 0.404, 0.473, 0.248, 0.334, 0.314, 0.009, 0.237, 0.287, 0.156, 0.190, 0.340, 0.256, 0.425, 0.317, 0.359, 0.378, 0.417, 0.285, 0.453, 0.344, 0.314, 0.291, 0.098, 0.306, 0.398, 0.320, 0.267, 0.470, 0.397, 0.384, 0.271, 0.078, 0.296, 0.188, 0.111, 0.405, 0.260, 0.282, 0.111, 0.194, 0.173, 0.292, -0.137, 0.432, 0.307, 0.145, -0.282, 0.336, 0.371, 0.121, 0.262, 0.264, 0.325, 0.364, 0.345, 0.377, 0.251, 0.023, 0.271, 0.306, 0.289, 0.168, 0.329, 0.373, 0.006, 0.409, 0.167, 0.242, 0.420, 0.383], "total_charge": 0, "gap_ev": 7.92, "homo_ha": -0.2775, "smiles": "CCCCCCCCCCCCCCCCc1cc2c(c([C@@H](Cl)[C@H](C)Cl)c1)Nc1ccc(CNC)cc1S2.CCN(CC)CC.CCN(CC)CC.CCN(CC)CC"}